(1)
{
  "formula": "C3H6BrI",
  "method": "the ωB97M-V functional and the def2-TZVPD basis",
  "e_above_lowest_ev": 0.0402,
  "s_squared": 2.010,
  "spin_multiplicity": 3,
  "molar_mass_g_mol": 248.889,
  "homo_lumo_gap_ev": [8.067, 9.448],
  "species": ["I", "Br", "C", "C", "C", "H", "H", "H", "H", "H", "H"],
  "coordinates": [[2.85, -1.20, -0.06], [2.52, 2.07, -0.23], [0.87, 0.54, 1.69], [1.84, 0.51, 0.54], [-0.64, -0.61, -1.92], [-1.39, -1.05, -1.43], [0.68, 1.52, 1.80], [-0.15, -1.10, -2.64], [-0.12, 0.23, -1.43], [1.49, 0.11, 2.53], [-0.08, -0.06, 1.63]],
  "mulliken_spin": [0.0508, 0.0703, -0.0448, 0.8312, 0.8324, 0.0527, 0.0054, 0.0455, 0.0685, 0.0520, 0.0359]
}

***

(2)
{
  "formula": "C3H6BrIO",
  "method": "the ωB97M-V functional and the def2-TZVPD basis",
  "e_above_lowest_ev": 3.6419,
  "molar_mass_g_mol": 264.888,
  "homo_lumo_gap_ev": [6.511, 8.618],
  "species": ["I", "Br", "O", "C", "C", "C", "H", "H", "H", "H", "H", "H"],
  "coordinates": [[3.41, 0.92, 0.30], [1.30, -1.75, 0.37], [2.08, -0.50, -1.97], [-1.52, 0.94, -0.04], [1.85, -0.23, -0.70], [-1.73, 0.04, 1.07], [-2.58, -0.63, 0.91], [-1.14, 1.93, 0.11], [-1.81, 0.55, 2.02], [-0.85, -0.64, 1.14], [2.67, -1.24, -2.18], [-1.69, 0.60, -1.05]],
  "nbo_charge": [0.0942, 0.0286, -0.7228, -0.2884, 0.0977, -0.7024, 0.2155, 0.1723, 0.2146, 0.2275, 0.4952, 0.1680]
}

***

(3)
{
  "formula": "C3H6BrNO2S",
  "method": "the ωB97M-V functional and the def2-TZVPD basis",
  "e_above_lowest_ev": 1.2124,
  "smiles": "C=C(Br)CS(N)(=O)=O",
  "molar_mass_g_mol": 200.057,
  "homo_lumo_gap_ev": 9.874,
  "species": ["Br", "S", "O", "O", "N", "C", "C", "C", "H", "H", "H", "H", "H", "H"],
  "coordinates": [[0.41, 2.32, -0.97], [-1.11, -0.65, 0.11], [-1.18, -2.05, -0.17], [-1.39, 0.21, -1.01], [-2.17, -0.30, 1.24], [1.38, 0.82, -0.57], [0.51, -0.10, 0.83], [2.35, 0.29, -1.31], [-2.80, -1.10, 1.09], [-2.55, 0.56, 1.41], [2.38, 0.71, -2.28], [0.32, 0.78, 1.35], [1.13, -0.81, 1.31], [2.72, -0.69, -1.04]],
  "nbo_charge": [0.1268, 2.2924, -0.9352, -0.9600, -1.0934, -0.0790, -0.6495, -0.4589, 0.4191, 0.4138, 0.2272, 0.2279, 0.2444, 0.2246]
}

***

Q: Number 1 is which compound?
A: C3H6BrI